The following is a quantum chemistry calculation of a 2-piece molecular cluster, C4H14N3 overall at a distorted geometry, from OMol25.

Output
LUMO energy (spin up / spin down): -3.5079 / -9.4458 eV
charge: +1
multiplicity: 3
HOMO energy (spin up / spin down): -0.2810 / -0.5034 hartree
HOMO-LUMO gap (spin up / spin down): 4.1 / 4.3 eV

Each line ends with the natural charge from an NBO analysis.
Positions of all 21 atoms, in Å:
C (1.050, -0.129, -1.113)  -0.617
C (3.363, -0.305, -0.003)  -0.664
C (-3.315, 0.066, -0.623)  -0.496
C (1.943, 0.029, 0.138)  0.115
N (1.365, 0.367, 1.195)  -0.810
N (-2.117, 0.708, 0.056)  0.035
N (-1.562, -0.220, 1.132)  -0.624
H (0.124, 0.407, -0.893)  0.151
H (0.828, -1.159, -1.304)  0.199
H (1.400, 0.332, -2.020)  0.237
H (3.713, -0.760, -0.882)  0.235
H (-2.507, 1.532, 0.452)  0.406
H (3.667, -0.754, 0.975)  0.210
H (-3.042, 0.234, -1.629)  0.276
H (-3.464, -0.976, -0.384)  0.252
H (-4.257, 0.593, -0.584)  0.281
H (0.335, 0.328, 1.206)  0.380
H (1.890, 0.691, 2.136)  0.414
H (-1.145, -0.932, 0.543)  0.396
H (4.054, 0.511, -0.079)  0.214
H (-2.322, -0.564, 1.681)  0.409

Atoms 1-6, force components in eV/Å:
C 0.588 0.654 1.756
C 0.401 0.583 2.625
C 1.818 0.387 -0.771
C 2.732 -1.926 -8.841
N -2.878 2.844 9.427
N -3.634 -4.673 3.346

The following is a quantum chemistry calculation of a 3-piece molecular cluster, C4H14N3O overall at a distorted geometry, from OMol25.

Output
LUMO energy: -7.8460 eV
charge: +1
HOMO energy: -0.4744 hartree
HOMO-LUMO gap: 5.1 eV

Each line ends with the natural charge from an NBO analysis.
Positions of all 22 atoms, in Å:
C (-0.964, -1.722, 0.350)  -0.209
C (-1.479, -0.430, 1.034)  -0.467
C (-0.925, 0.902, 0.523)  0.126
C (-0.276, 1.759, 1.453)  0.314
N (0.373, 2.898, 0.914)  -0.648
N (-1.246, 1.176, -0.747)  -0.404
N (-1.628, -1.956, -0.943)  -0.819
H (-1.237, -2.460, 1.085)  0.214
H (0.143, -1.634, 0.313)  0.189
H (-1.266, -0.447, 2.110)  0.211
H (-2.580, -0.380, 1.068)  0.254
H (-0.552, 1.601, 2.494)  0.256
H (0.674, 0.638, -1.313)  0.454
H (0.708, 3.418, 1.717)  0.426
H (1.145, 2.608, 0.297)  0.461
H (-1.135, 2.188, -0.896)  0.357
H (6.011, -2.408, -1.835)  0.010
H (-2.335, -2.689, -0.792)  0.374
H (-2.133, -1.101, -1.159)  0.361
H (1.589, -0.438, -1.967)  0.497
H (5.523, -1.945, -2.169)  -0.010
O (1.591, 0.421, -1.540)  -0.946

Atoms 1-6, force components in eV/Å:
C -0.251 1.249 0.317
C 0.461 0.521 1.162
C -1.970 -2.479 -3.184
C 0.184 3.973 -2.809
N -0.427 -4.419 3.548
N 0.603 0.856 3.310

The following is a quantum chemistry calculation of an isolated ion of composition C4H14N3S and charge +1 at a distorted geometry, from OMol25.

Output
LUMO energy: -2.9666 eV
charge: +1
HOMO energy: -0.4868 hartree
HOMO-LUMO gap: 10.3 eV

Each line ends with the natural charge from an NBO analysis.
Positions of all 22 atoms, in Å:
C (-2.454, 0.059, -0.945)  -0.403
N (-1.398, -0.150, 0.116)  -0.684
C (-0.190, 0.288, 0.246)  0.536
S (0.137, 2.218, -0.187)  -0.130
N (0.714, 0.116, 1.288)  -0.656
C (0.657, -1.049, 2.162)  -0.448
N (0.640, -0.314, -1.184)  -0.625
C (2.010, 0.187, -1.381)  -0.439
H (-2.471, 1.046, -1.313)  0.229
H (-2.211, -0.637, -1.741)  0.198
H (-3.356, -0.367, -0.484)  0.240
H (-1.967, -0.354, 1.003)  0.433
H (-0.515, 2.647, 0.768)  0.115
H (0.643, 1.051, 1.738)  0.414
H (0.880, -1.970, 1.635)  0.213
H (1.498, -1.090, 2.903)  0.248
H (-0.295, -1.087, 2.728)  0.194
H (0.714, -1.335, -1.085)  0.422
H (-0.103, -0.069, -1.945)  0.428
H (2.561, -0.689, -1.066)  0.220
H (2.257, 0.367, -2.420)  0.236
H (2.248, 1.132, -0.836)  0.259

Atoms 1-6, force components in eV/Å:
C 1.484 -2.157 0.880
N -5.668 -2.105 2.565
C 4.238 3.108 -2.159
S 1.363 -1.910 -3.196
N -0.915 0.862 1.023
C 0.253 -0.314 1.320

Calculated energy relative to the best compared isomer or geometry (same formula, charge and spin) in order - 289.04, 572.66, 355.44 kJ/mol